# 1
DFT (ωB97M-V with the def2-TZVPD basis set) results for a structure of composition C13H20N.

Geometry as XYZ:
```
34
Properties=species:S:1:pos:R:3:mulliken_charge:R:1
C 0.72 -0.79 -0.68 1.0763
C 0.32 -2.17 -0.57 -0.5822
C 1.05 -3.28 -0.19 -0.4713
C 2.30 -3.36 0.46 -0.3182
C 3.13 -2.31 0.78 -0.4033
C 3.01 -0.98 0.34 -0.3574
C 2.06 -0.36 -0.41 -0.5556
H 0.28 -0.33 -1.56 0.1556
H -0.67 -2.39 -1.00 0.3615
H 0.57 -4.25 -0.36 0.3236
H 2.62 -4.37 0.75 0.3302
H 4.00 -2.56 1.40 0.3471
H 3.83 -0.33 0.66 0.3279
H 2.27 0.64 -0.80 0.3684
C -1.94 0.73 -1.29 -1.4784
C -0.98 1.56 -0.45 0.8353
C -0.12 2.44 -1.35 -1.7249
C -1.82 2.30 0.62 -0.7804
C -2.19 1.16 1.58 -0.7243
C -1.10 0.09 1.43 -0.5394
N -0.17 0.60 0.36 -0.1892
H -2.57 1.42 -1.85 0.4748
H -1.41 0.08 -2.00 0.3365
H -2.60 0.12 -0.66 0.4274
H -0.76 3.13 -1.93 0.4315
H 0.57 3.08 -0.76 0.4005
H 0.44 1.81 -2.06 0.3154
H -1.22 3.07 1.12 0.3753
H -2.70 2.78 0.17 0.3746
H -2.24 1.48 2.63 0.3462
H -3.17 0.77 1.31 0.3563
H -0.56 -0.08 2.38 0.4214
H -1.52 -0.87 1.08 0.2579
H 0.55 1.15 0.83 0.4810
```

Output
Frontier orbital gap in eV: 8.02
HOMO energy in eV: -12.23
E_tot in Eh: -561.80378
LUMO energy in eV: -4.21
Spin multiplicity: 1
Total charge: +1
Relative energy (zero: lowest compared OMol25 entry of this formula, charge and spin) in eV: 2.129

---

# 2
DFT (ωB97M-V with the def2-TZVPD basis set) results for a structure of composition C13H21AsF6KN2O9S2.

Geometry as XYZ:
```
55
Properties=species:S:1:pos:R:3:mulliken_charge:R:1
K 28.53 17.77 -17.21 0.8931
As 21.99 16.90 -13.86 2.0675
F 20.48 17.55 -14.37 -0.5149
F 22.57 18.46 -13.43 -0.5043
F 23.52 16.18 -13.35 -0.6000
F 21.51 15.29 -14.31 -0.4881
F 22.63 17.15 -15.43 -0.4707
F 21.36 16.66 -12.29 -0.4994
C 26.83 17.37 -14.49 -0.0908
O 26.28 17.82 -15.65 -0.9236
H 27.84 17.82 -14.27 -0.1647
H 26.19 17.53 -13.60 0.1496
H 27.01 16.25 -14.46 0.1828
C 25.97 14.78 -11.57 -0.0551
C 25.20 13.57 -12.07 -0.1152
O 24.32 13.24 -11.00 -0.3164
S 24.96 13.61 -9.60 1.0478
O 25.64 12.47 -9.09 -0.5852
O 24.02 14.27 -8.79 -0.5445
O 26.03 14.65 -10.14 -0.2428
H 25.53 15.71 -11.93 0.0902
H 27.01 14.78 -11.92 0.2360
H 25.84 12.73 -12.31 0.3125
H 24.66 13.91 -12.96 0.1347
C 31.31 18.78 -9.27 -0.3474
C 32.00 17.54 -9.77 -0.3249
O 30.92 16.63 -9.95 -0.3185
S 29.65 17.42 -10.51 1.0389
O 28.55 17.06 -9.70 -0.5257
O 29.56 17.38 -11.92 -0.4122
O 30.19 18.89 -10.14 -0.3104
H 31.94 19.67 -9.29 0.3260
H 30.95 18.64 -8.24 0.2824
H 32.72 17.13 -9.05 0.3232
H 32.52 17.73 -10.71 0.2545
N 29.94 20.98 -16.56 0.0431
C 31.19 20.62 -16.97 -0.5596
C 31.57 19.53 -16.22 -0.5005
C 30.49 19.22 -15.34 -0.3456
C 29.52 20.16 -15.54 -0.6032
H 29.47 21.84 -16.80 0.2095
H 31.73 21.11 -17.76 0.4010
H 32.48 18.96 -16.30 0.3928
H 30.49 18.42 -14.62 0.5247
H 28.50 20.25 -15.19 0.4482
N 24.40 15.10 -16.43 0.3024
C 25.44 14.99 -17.30 -0.4323
C 25.00 14.31 -18.41 -0.2872
C 23.62 14.01 -18.20 -0.7062
C 23.29 14.51 -16.97 -0.2545
H 24.42 15.61 -15.57 0.2049
H 26.36 15.52 -17.16 0.0480
H 25.58 14.04 -19.28 0.3783
H 22.97 13.40 -18.81 0.3778
H 22.38 14.49 -16.39 0.3738
```

Output
Frontier orbital gap in eV: 5.11
HOMO energy in eV: -4.19
E_tot in Eh: -5526.03302
LUMO energy in eV: 0.92
Spin multiplicity: 1
Total charge: -1

---

# 3
DFT (ωB97M-V with the def2-TZVPD basis set) results for a structure of composition C13H21Br4GaNO.

Geometry as XYZ:
```
41
Properties=species:S:1:pos:R:3:mulliken_charge:R:1
O -0.87 1.22 -3.70 -0.6188
C -0.95 0.58 -2.68 0.1837
C -2.23 0.19 -2.03 -0.5318
C -2.44 0.64 -0.58 -1.2704
Ga -1.58 -0.52 0.88 0.3981
N 0.27 0.11 -2.03 -0.0471
C 1.10 1.09 -1.45 0.9433
C 2.46 1.12 -1.79 -0.7966
C 3.31 2.02 -1.18 -0.5724
C 2.83 2.92 -0.24 -0.5672
C 1.48 2.88 0.10 -0.9294
C 0.62 1.97 -0.49 0.2037
H -3.01 0.58 -2.69 0.3265
H -2.29 -0.89 -2.05 0.3265
H -3.51 0.55 -0.41 0.6245
H -2.22 1.70 -0.51 0.7139
H -0.42 0.26 1.68 -0.3162
H -1.03 -1.89 0.24 -0.2790
H -2.77 -0.91 1.95 -0.4228
H 0.79 -0.35 -2.77 0.3235
H 2.86 0.41 -2.50 0.2415
H 4.36 2.03 -1.44 0.4054
H 3.49 3.63 0.25 0.4022
H 1.09 3.55 0.86 0.3642
H -0.41 1.91 -0.18 -0.0547
Br -4.81 -2.13 -1.51 -0.0962
C -5.82 -2.90 -0.05 -0.6229
C -4.97 -3.06 1.18 -0.2071
Br -3.79 -4.59 1.03 -0.1371
H -6.21 -3.85 -0.39 0.3720
H -6.64 -2.21 0.14 0.3411
H -5.59 -3.25 2.05 0.3459
H -4.32 -2.20 1.37 -0.0250
Br 3.85 -1.06 0.83 -0.0944
C 5.38 -0.18 1.64 -0.5998
C 5.23 -0.03 3.13 -0.6139
Br 3.94 1.34 3.61 -0.1238
H 5.47 0.79 1.15 0.3330
H 6.25 -0.79 1.41 0.3579
H 6.18 0.28 3.58 0.3461
H 4.89 -0.95 3.59 0.3737
```

Output
Frontier orbital gap in eV: 7.39
HOMO energy in eV: -4.93
E_tot in Eh: -12858.77948
LUMO energy in eV: 2.45
Spin multiplicity: 1
Total charge: -1

---

# 4
DFT (ωB97M-V with the def2-TZVPD basis set) results for the ion C13H21BrN with charge +1.

Geometry as XYZ:
```
36
Properties=species:S:1:pos:R:3:mulliken_charge:R:1
C -4.15 -2.53 -1.25 -1.4645
C -3.07 -1.59 -0.72 -0.0630
C -3.00 -1.65 0.81 -0.7272
C -1.84 -0.86 1.42 -0.6533
C -1.93 0.66 1.20 -0.6577
C -1.15 1.16 -0.01 -0.7599
N 0.31 1.06 0.25 -0.0361
C 1.19 1.39 -0.91 -1.0380
C 2.63 1.19 -0.53 0.7233
C 3.46 2.27 -0.26 -0.5400
C 4.78 2.06 0.10 -0.6088
C 5.28 0.77 0.22 -0.3718
C 4.45 -0.31 -0.04 -0.2688
Br 5.10 -2.09 0.12 -0.1486
C 3.13 -0.11 -0.42 -0.2313
H -5.12 -2.26 -0.84 0.3481
H -4.20 -2.48 -2.33 0.3826
H -3.93 -3.56 -0.96 0.3661
H -2.10 -1.89 -1.14 0.2514
H -3.30 -0.58 -1.05 0.2313
H -2.89 -2.69 1.11 0.4334
H -3.93 -1.28 1.22 0.3326
H -1.83 -1.05 2.49 0.2788
H -0.90 -1.25 1.02 0.2736
H -1.59 1.19 2.09 0.3465
H -2.98 0.93 1.06 0.4632
H -1.38 0.55 -0.89 0.3882
H -1.39 2.20 -0.22 0.3510
H 0.51 0.10 0.56 0.3890
H 0.56 1.67 1.04 0.4431
H 1.01 2.43 -1.20 0.4709
H 0.91 0.74 -1.74 0.3869
H 3.09 3.28 -0.35 0.3771
H 5.43 2.90 0.30 0.4000
H 6.31 0.60 0.50 0.4333
H 2.51 -0.96 -0.64 0.4986
```

Output
Frontier orbital gap in eV: 9.48
SMILES: CCCCCC[NH2+]Cc1cccc(Br)c1
HOMO energy in eV: -12.31
E_tot in Eh: -3136.49726
LUMO energy in eV: -2.84
Spin multiplicity: 1
Total charge: +1
Relative energy (zero: lowest compared OMol25 entry of this formula, charge and spin) in eV: 0.068

---

# 5
DFT (ωB97M-V with the def2-TZVPD basis set) results for a structure of composition C13H21Cl2CrN4O2Se.

Geometry as XYZ:
```
44
Properties=species:S:1:pos:R:3:mulliken_charge:R:1
Cr 1.13 -0.18 2.05 0.5610
N 0.42 -1.87 0.90 -0.6523
C 0.76 -1.56 -0.54 0.3197
C 0.80 -2.94 -1.29 -0.7322
C 0.05 -2.95 -2.62 -0.5351
C 0.63 -2.20 -3.83 -1.0170
N 0.82 -0.78 -3.55 -0.0680
C 0.01 0.19 -3.87 0.8576
N 0.16 1.40 -3.33 -0.3947
N -1.04 0.05 -4.70 -0.4785
C 2.09 -0.72 -0.53 0.7218
O 2.73 -0.48 -1.58 -0.8075
O 2.41 -0.22 0.63 -0.6420
H 1.06 -2.57 1.27 0.2761
H -0.52 -2.21 1.12 0.2590
H -0.04 -0.90 -0.97 0.2247
H 0.42 -3.72 -0.60 0.3743
H 1.84 -3.16 -1.44 0.3192
H -0.96 -2.60 -2.42 0.2596
H -0.02 -4.00 -2.90 0.4132
H 0.01 -2.41 -4.72 0.4004
H 1.67 -2.53 -4.00 0.3365
H 1.61 -0.67 -2.92 0.3007
H 0.98 1.54 -2.75 0.2257
H -0.18 2.22 -3.79 0.2400
H -1.36 -0.85 -5.01 0.1981
H -1.77 0.76 -4.63 0.2395
Cl 2.51 -0.59 4.19 -0.0630
C 0.99 -0.74 5.21 -0.2678
Cl -0.36 -0.83 4.09 -0.0976
H 0.86 0.21 5.75 0.2914
H 1.02 -1.63 5.81 0.3576
Se 1.54 2.32 2.58 -0.3002
C -0.26 2.86 2.62 0.1171
C -0.94 3.11 3.82 -0.6553
C -2.32 3.29 3.78 -0.3770
C -3.00 3.29 2.56 -0.3812
C -2.31 3.11 1.36 -0.2824
C -0.92 3.05 1.39 -0.5169
H -0.43 3.04 4.71 0.5460
H -2.83 3.52 4.71 0.3832
H -4.08 3.35 2.52 0.3572
H -2.93 3.03 0.42 0.3017
H -0.26 2.96 0.51 0.3873
```

Output
Frontier orbital gap (spin up / spin down) in eV: 6.79 / 6.87
HOMO energy (spin up / spin down) in eV: -9.45 / -9.57
E_tot in Eh: -5243.59416
LUMO energy (spin up / spin down) in eV: -2.66 / -2.70
Spin multiplicity: 5
Total charge: +1

---

# 6
DFT (ωB97M-V with the def2-TZVPD basis set) results for a structure of composition C13H21ClCuF3N2O2P.

Geometry as XYZ:
```
44
Properties=species:S:1:pos:R:3:mulliken_charge:R:1
C -0.49 2.24 1.17 -0.6002
C -1.04 1.74 0.07 -0.3829
C -1.52 0.73 -1.08 0.8490
O -0.49 0.34 -2.02 -0.4511
C 0.76 -0.01 -1.37 0.9414
C 1.80 1.20 -1.62 -0.9579
N 3.11 1.07 -0.92 -0.0853
N 3.16 1.76 0.29 -0.3022
C 4.23 1.18 1.19 -0.6209
C 3.51 -0.12 1.93 0.0915
C 1.36 -1.29 -2.22 -0.5642
C 0.66 -2.69 -1.78 0.3308
O -0.11 -3.29 -2.61 -0.4587
Cl 0.94 -3.54 -0.18 -0.1928
P -2.36 -0.84 -0.32 0.2022
C -4.23 -0.83 -0.63 -1.0903
C -2.21 -0.76 1.61 -0.3063
C -3.28 -1.77 2.34 -1.0757
C -2.62 1.57 -1.97 0.5702
F -3.15 0.82 -3.07 -0.2120
F -3.62 2.20 -1.15 -0.2239
F -1.86 2.66 -2.57 -0.2487
H -0.03 2.64 2.16 0.3385
H 0.67 -0.37 -0.29 -0.1614
H 2.04 1.24 -2.76 0.2399
H 1.34 2.24 -1.35 0.4108
H 3.43 0.09 -0.85 0.2796
H 2.24 1.76 0.79 0.0945
H 4.52 1.98 1.97 0.3459
H 5.16 0.87 0.59 0.3076
H 4.14 -1.05 1.67 0.3745
H 3.46 0.13 3.06 -0.1556
H 2.46 -0.30 1.47 0.1547
H 1.25 -1.07 -3.36 0.3275
H 2.49 -1.44 -2.03 0.3409
H -4.76 -1.75 -0.13 0.3525
H -4.54 -0.85 -1.74 0.3574
H -4.76 0.10 -0.16 0.3203
H -1.13 -0.91 1.97 0.1608
H -2.59 0.31 1.88 0.3138
H -3.25 -2.83 1.91 0.3074
H -3.11 -1.82 3.49 0.3174
H -4.37 -1.39 2.21 0.2701
Cu 2.81 0.07 4.52 0.4912
```

Output
Frontier orbital gap in eV: 3.94
HOMO energy in eV: -10.81
E_tot in Eh: -3508.90425
LUMO energy in eV: -6.87
Spin multiplicity: 1
Total charge: +1

---

What is the formula in the first record? C13H20N

---

Which value of E_tot does entry 5 give? -5243.59416 Eh

---

Number 4 is which compound? C13H21BrN